The following is a DFT calculation (ωB97M-V/def2-TZVPD) of a cluster of 2 separate species, C6H15N2 in total at a distorted geometry.

Structure (ORCA input):
```
! RIJCOSX wB97M-V def2-TZVPD def2/J DEFGRID3
* xyz 1 1
N 1.06760 -0.79106 -1.45674
C 0.39067 0.02370 -2.45985
C -1.56607 1.19052 -1.57143
C -1.08576 0.09081 -2.21027
H 2.09736 -0.74005 -1.64053
H 0.77259 -1.78938 -1.56730
H 0.58870 -0.38668 -3.52900
H 0.89583 0.97274 -2.47253
H -2.62483 1.39619 -1.48962
H -0.88368 2.03582 -1.41429
H -1.63033 -0.79327 -2.54920
C -1.25679 -0.26499 1.76681
C 0.18381 0.06724 2.05014
C 0.72657 1.06574 2.73595
N 1.13120 -0.86323 1.32873
H -1.86093 0.51721 2.24210
H -1.48402 -0.24583 0.66035
H -1.51510 -1.29406 2.10697
H 1.79120 1.21568 2.74686
H 0.15596 1.83031 3.30963
H 1.00783 -0.78041 0.24930
H 0.96539 -1.81216 1.58332
H 2.13277 -0.64483 1.58060
*
```

**Max |F|**: 0.0479 hartree/bohr
**HOMO-LUMO gap**: 10.21 eV
**HOMO energy**: -0.488 Ha
**ΔE to the lowest compared entry with this formula, charge and spin**: 50.81 kcal per mole
**E**: -346.83160 Ha

Results of the natural (NBO) charge analysis, in e, for atoms 1 through 4: -0.86 -0.26 -0.38 -0.21